A | Here is C4H8N2 in the gas phase from OMol25. Energies are from ωB97M-V/def2-TZVPD.

Summary:
- Molar mass: 84.1 g/mol
- LUMO level (alpha / beta): 0.69 / 0.36 eV
- Kohn-Sham gap (alpha / beta): 0.2768 / 0.2563 hartree
- Charge: 0
- E_HOMO (alpha / beta): -6.85 / -6.61 eV

```
14
C4H8N2 (ωB97M-V/def2-TZVPD)
C 0.52 0.15 1.69
C -0.23 -1.19 -0.12
N -0.96 -0.32 -0.84
C -0.25 0.66 -1.62
C 0.89 1.23 -0.79
N 1.32 0.92 0.30
H -0.57 0.13 1.80
H 0.89 0.96 2.33
H 0.97 -0.78 2.03
H 0.65 -1.60 -0.60
H -0.75 -1.79 0.62
H -1.76 0.05 -0.33
H -0.94 1.42 -1.99
H 0.21 0.16 -2.49
```

B | Here is C4H8N2 in the gas phase from OMol25. Energies are from ωB97M-V/def2-TZVPD.

Summary:
- Molar mass: 84.1 g/mol
- LUMO level: 0.84 eV
- Kohn-Sham gap: 0.3664 hartree
- Charge: 0
- E_HOMO: -9.13 eV

```
14
C4H8N2 (ωB97M-V/def2-TZVPD)
C 0.29 -0.98 0.98
N -0.19 -0.48 -0.30
C 0.87 -0.34 -1.28
C -1.07 0.66 -0.21
C -0.82 1.59 0.93
N -0.66 2.27 1.85
H 0.93 -1.85 0.80
H -0.55 -1.29 1.60
H 0.87 -0.23 1.54
H 1.66 0.38 -1.00
H 0.45 -0.02 -2.24
H 1.34 -1.32 -1.44
H -2.12 0.34 -0.11
H -1.01 1.25 -1.13
```

C | Here is a molecular structure, C4H8N2 from OMol25. Energies are from ωB97M-V/def2-TZVPD.

Summary:
- Molar mass: 84.1 g/mol
- LUMO level (alpha / beta): 0.75 / 0.75 eV
- Kohn-Sham gap (alpha / beta): 0.3355 / 0.3355 hartree
- Charge: 0
- E_HOMO (alpha / beta): -8.38 / -8.38 eV

```
14
C4H8N2 (ωB97M-V/def2-TZVPD)
C 0.71 0.29 0.53
C -0.46 -0.46 0.14
C 1.15 1.37 -0.43
C -1.73 -0.48 -0.58
N 0.39 -1.99 1.06
N 0.84 -1.09 0.01
H 0.92 0.47 1.59
H 1.41 0.90 -1.38
H 2.01 1.91 -0.05
H 0.33 2.07 -0.61
H -1.68 -1.12 -1.46
H -1.94 0.55 -0.88
H -2.55 -0.82 0.06
H 0.62 -1.61 1.98
```

Most stable to least stable: B, C, A

A | Here is C4H8N2 in the gas phase from OMol25. Energies are from ωB97M-V/def2-TZVPD.

Summary:
- Molar mass: 84.1 g/mol
- LUMO level: 0.96 eV
- Kohn-Sham gap: 0.3887 hartree
- Charge: 0
- E_HOMO: -9.61 eV

```
14
C4H8N2 (ωB97M-V/def2-TZVPD)
C 1.96 0.02 0.39
N 0.59 -0.54 0.46
C -0.40 0.03 -0.43
C -1.78 -0.70 -0.42
C -0.60 1.46 -0.10
N -0.64 2.54 0.30
H 2.31 0.05 -0.65
H 2.60 -0.69 0.93
H 2.14 1.03 0.82
H 0.27 -0.50 1.43
H -0.04 -0.03 -1.48
H -2.51 -0.25 -1.12
H -1.66 -1.75 -0.71
H -2.24 -0.66 0.57
```

B | Here is C4H8N2 in the gas phase from OMol25. Energies are from ωB97M-V/def2-TZVPD.

Summary:
- Molar mass: 84.1 g/mol
- LUMO level: 1.08 eV
- Kohn-Sham gap: 0.3401 hartree
- Charge: 0
- E_HOMO: -8.18 eV

```
14
C4H8N2 (ωB97M-V/def2-TZVPD)
C -1.21 -0.69 1.31
C 0.57 -0.89 0.00
C 1.44 0.13 -0.77
C 0.50 1.23 -0.69
H -0.76 0.07 2.16
H -2.33 -0.20 1.47
H -1.19 -1.83 1.67
H 0.41 -1.86 -0.49
H 1.21 -1.15 1.06
H 1.57 -0.19 -1.76
H 2.40 0.24 -0.49
H 0.80 2.28 -0.80
N -0.70 -0.36 0.03
N -0.72 0.92 -0.30
```

C | Here is C4H8N2 in the gas phase from OMol25. Energies are from ωB97M-V/def2-TZVPD.

Summary:
- Molar mass: 84.1 g/mol
- LUMO level: 0.99 eV
- Kohn-Sham gap: 0.2957 hartree
- Charge: 0
- E_HOMO: -7.05 eV

```
14
C4H8N2 (ωB97M-V/def2-TZVPD)
C 0.02 0.11 -0.30
N 0.11 1.50 -0.22
N 2.38 -0.22 0.19
C 1.10 -0.72 -0.06
C -1.20 -0.60 -0.14
C -2.42 -0.20 0.19
H 0.89 1.89 -0.73
H -0.78 1.96 -0.38
H 3.05 -0.91 0.49
H 2.39 0.60 0.78
H 1.11 -1.73 -0.45
H -0.72 -1.66 0.10
H -3.27 -0.86 0.15
H -2.66 0.84 0.39
```

Most stable to least stable: A, C, B